P:
The following is a DFT calculation (ωB97M-V with the def2-TZVPD basis set) of a molecular structure, C10H16NO.

Summary:
orbital gap (spin up / spin down): 8.17 / 8.17 eV

Structure (ORCA input):
```
! RIJCOSX wB97M-V def2-TZVPD def2/J DEFGRID3
* xyz 1 1
C 1.834 1.708 1.123
C 2.515 1.735 -0.096
C 0.585 0.970 1.391
C 0.339 -2.415 -1.601
C 1.554 -1.889 -2.197
C 1.001 -1.266 -0.945
C -0.290 0.815 0.147
C 0.483 0.092 -0.973
C -2.621 1.136 1.103
C -1.628 0.148 0.501
N 1.953 1.191 -1.183
O 2.488 1.146 -2.252
H 2.461 2.133 1.904
H 3.531 2.209 -0.182
H 0.989 -0.098 1.867
H 0.031 1.471 2.192
H -0.451 -2.291 -2.318
H 0.456 -3.247 -0.914
H 2.470 -2.475 -2.162
H 1.644 -1.197 -2.969
H 1.465 -1.620 -0.093
H -0.606 1.860 -0.116
H 0.030 0.286 -1.923
H -2.090 1.741 1.854
H -3.571 0.627 1.547
H -3.063 1.886 0.494
H -2.113 -0.246 -0.337
H -1.414 -0.690 1.165
*
```

Q:
The following is a DFT calculation (ωB97M-V with the def2-TZVPD basis set) of 2 unconnected molecules or ions with the total composition C10H16NO.

Summary:
orbital gap: 9.15 eV

Structure (ORCA input):
```
! RIJCOSX wB97M-V def2-TZVPD def2/J DEFGRID3
* xyz 1 1
C 2.748 0.646 1.020
C 1.350 0.506 1.126
C 3.003 0.324 -0.259
C 0.839 0.248 -0.104
C -1.917 1.419 1.320
C -1.281 2.436 0.321
C -1.549 1.031 -0.171
C -0.381 -0.296 -2.056
C -1.020 -1.714 0.372
C -0.537 0.060 -0.554
N 0.176 -2.545 0.054
O 1.914 -0.002 -0.942
H 3.336 0.962 2.001
H 0.741 0.542 2.014
H 3.859 0.356 -0.812
H -1.156 0.889 1.917
H -2.960 1.406 1.623
H -1.874 3.213 -0.077
H -0.182 2.555 0.355
H -2.420 0.840 -0.846
H -1.276 -0.203 -2.637
H -0.137 -1.340 -2.235
H 0.447 0.188 -2.385
H -1.855 -1.910 -0.241
H -1.106 -1.568 1.451
H 0.910 -1.795 -0.307
H -0.170 -3.151 -0.689
H 0.499 -3.099 0.742
*
```

Most stable: Q (next structure +17.3 kcal/mol)